Entry 1:
# C23H28F9O3W

A molecular structure, C23H28F9O3W at a distorted geometry (ωB97M-V/def2-TZVPD, the Open Molecules 2025 dataset).

Summary:
gap between HOMO and LUMO (alpha / beta): 3.92 / 3.24 eV
total charge: +1
strongest force on any atom: 6.2 eV Å⁻¹
DFT total energy: -56716.7854 eV
energy above the lowest of the compared OMol25 structures with the same formula, charge and spin: 4.1546 eV
multiplicity: 3
expectation value of S²: 2.022

Last column: Mulliken charge in e.
Geometry (Å):
1 O 2.72862 1.63759 0.74812  -0.35
2 C 4.24637 1.58495 0.90106  -0.67
3 C 4.50194 2.98462 0.33388  -0.71
4 H 4.67617 0.75793 0.28788  0.30
5 H 4.57135 1.49207 1.95426  0.31
6 C 2.99763 3.06101 0.49228  1.49
7 H 4.89508 2.95417 -0.69708  0.34
8 H 5.06581 3.65566 0.99533  0.30
9 C 2.30221 3.64047 -0.72239  -1.19
10 H 1.86713 2.90710 -1.42054  0.05
11 H 3.01306 4.26417 -1.29461  0.40
12 H 1.52008 4.32756 -0.38083  0.36
13 C 2.54514 3.75921 1.77032  -1.55
14 H 2.88180 3.23473 2.67116  0.36
15 H 1.44978 3.76780 1.74759  0.23
16 H 2.85964 4.80601 1.81032  0.42
17 W -0.13066 0.53867 1.18140  0.39
18 C -1.11012 -1.09990 2.34014  -0.49
19 C -0.23402 -1.71967 1.39848  -0.08
20 C 1.08120 -1.17112 1.58063  -0.58
21 H -0.54656 -2.55211 0.74994  0.53
22 C 1.02938 -0.32744 2.77312  -0.34
23 C -0.33459 -0.26890 3.22609  -0.64
24 H -0.71620 0.12054 4.16177  0.54
25 H -2.13843 -1.41438 2.42935  0.66
26 H 1.98330 -1.51239 1.09003  0.77
27 H 1.88383 0.11437 3.27292  0.52
28 C -2.20327 0.53943 0.50173  -0.05
29 C -1.97990 1.65921 1.41590  -0.79
30 C -1.42718 2.73830 0.64477  -0.41
31 H -2.34557 1.73631 2.44524  0.63
32 C -1.23987 2.29610 -0.69439  -0.56
33 C -1.65784 0.92938 -0.78495  -0.70
34 H -1.73085 0.34617 -1.70866  0.61
35 H -2.91239 -0.28704 0.67273  0.64
36 H -1.37484 3.77200 1.00867  0.58
37 H -0.95271 2.90753 -1.53998  0.57
38 O 2.51877 0.87377 -3.56254  -0.47
39 C 1.71736 0.33185 -2.49713  0.89
40 C 2.03975 -1.15324 -2.16109  0.11
41 H 0.67100 0.44147 -2.83936  0.16
42 H 1.86109 0.92594 -1.56667  -0.74
43 C 3.26481 -1.38984 -3.10313  -0.61
44 H 1.16103 -1.79748 -2.41355  0.33
45 H 2.30207 -1.31646 -1.08912  -0.38
46 C 3.11694 -0.29791 -4.20457  -0.55
47 H 3.22184 -2.37725 -3.57371  0.37
48 H 4.23972 -1.22423 -2.56604  0.24
49 H 2.35885 -0.61693 -4.94660  0.30
50 H 4.07022 -0.02088 -4.69264  0.34
51 F -3.48449 -5.47051 -0.51971  -0.25
52 C -4.06202 -4.87613 0.55622  0.58
53 F -5.20317 -5.56031 0.85250  -0.26
54 F -3.20329 -5.00497 1.60608  -0.26
55 C -4.36469 -3.13130 0.18560  0.36
56 O -3.26436 -2.58289 0.02922  -0.82
57 C -5.38209 -3.11165 -1.14598  0.60
58 F -6.62409 -3.64850 -0.94582  -0.25
59 F -5.55453 -1.81396 -1.52415  -0.26
60 F -4.78826 -3.75533 -2.19193  -0.25
61 C -5.23262 -2.55014 1.45170  0.71
62 F -6.39814 -3.22787 1.68505  -0.25
63 F -4.50352 -2.58442 2.59080  -0.27
64 F -5.54266 -1.24098 1.22493  -0.27


Entry 2:
# C23H28InN3

A molecular structure, C23H28InN3 at a distorted geometry (ωB97M-V/def2-TZVPD, the Open Molecules 2025 dataset).

Summary:
gap between HOMO and LUMO (alpha / beta): 6.21 / 4.90 eV
total charge: +2
strongest force on any atom: 1.7 eV Å⁻¹
DFT total energy: -33931.8869 eV
energy above the lowest of the compared OMol25 structures with the same formula, charge and spin: 0.0000 eV
multiplicity: 1

Last column: Mulliken charge in e.
Geometry (Å):
1 In -0.74929 0.99104 -0.28722  1.10
2 C 1.85001 5.45613 -0.04653  -1.46
3 C 0.51029 4.71413 0.10465  1.12
4 C -0.55424 5.64918 0.67713  -1.73
5 C 0.66492 3.41992 0.86543  0.26
6 C 1.74704 2.54377 0.59582  -0.68
7 C 1.97340 1.41338 1.36602  -0.71
8 C 1.12806 1.07508 2.42795  0.98
9 C 1.37758 -0.13594 3.26803  -1.32
10 C 0.03573 1.91328 2.68251  -0.96
11 C -0.20192 3.04772 1.91901  -0.30
12 H 1.66729 6.42264 -0.51129  0.43
13 H 2.55158 4.91939 -0.68237  0.39
14 H 2.31473 5.62311 0.92551  0.39
15 H 0.19450 4.45548 -0.91663  0.11
16 H -0.29737 5.95813 1.69138  0.40
17 H -1.54323 5.18916 0.68102  0.39
18 H -0.61568 6.54506 0.06347  0.43
19 H 2.46128 2.80516 -0.17357  0.31
20 H 2.85426 0.81129 1.18069  0.49
21 H 0.82842 -0.99331 2.86630  0.06
22 H 1.03432 0.01970 4.28909  0.42
23 H 2.43438 -0.39423 3.28033  0.44
24 H -0.60982 1.69903 3.52562  0.46
25 H -1.02624 3.69137 2.19214  0.44
26 N -3.36880 -0.30222 -0.08462  -0.37
27 N -3.39353 1.09518 0.24296  -0.51
28 H -4.28915 -0.66621 -0.31553  0.28
29 H -3.00996 -0.81494 0.71104  0.24
30 H -3.92192 1.29728 1.08976  0.26
31 H -3.84226 1.58598 -0.52355  0.29
32 N -0.58955 -1.32456 0.26153  -0.53
33 C -0.22907 -2.21071 -0.52650  0.78
34 C -0.35092 -3.64933 -0.07747  0.43
35 C -0.15779 -3.97614 1.26325  -0.19
36 C -0.34697 -5.28586 1.67291  -0.70
37 C -0.76043 -6.24819 0.76314  -0.49
38 C -0.94281 -5.91500 -0.57177  -0.72
39 C -0.74395 -4.61195 -1.00148  -0.41
40 C 0.26096 -2.00328 -1.92472  0.08
41 C -0.43756 -1.13700 -2.76421  -0.25
42 C 0.06596 -0.86950 -4.02919  -0.89
43 C 1.26170 -1.44436 -4.43483  -0.50
44 C 1.93226 -2.33138 -3.60379  -0.74
45 C 1.42119 -2.63696 -2.35002  -0.24
46 H 0.15548 -3.22259 1.97220  0.30
47 H -0.18793 -5.53905 2.71192  0.43
48 H -0.95772 -7.25752 1.09686  0.43
49 H -1.23869 -6.66345 -1.29358  0.43
50 H -0.90228 -4.35990 -2.04025  0.50
51 H -1.40805 -0.74455 -2.47029  0.75
52 H -0.48218 -0.22348 -4.70159  0.46
53 H 1.65461 -1.23030 -5.41910  0.44
54 H 2.85240 -2.79957 -3.92431  0.44
55 H 1.92694 -3.35012 -1.71326  0.53


Entry 3:
# C23H28MgN4O4S6SeSi2Te

A molecular structure, C23H28MgN4O4S6SeSi2Te (ωB97M-V/def2-TZVPD, the Open Molecules 2025 dataset).

Summary:
gap between HOMO and LUMO: 4.79 eV
total charge: -2
strongest force on any atom: 0.2 eV Å⁻¹
DFT total energy: -197315.0020 eV
energy above the lowest of the compared OMol25 structures with the same formula, charge and spin: 0.0000 eV
multiplicity: 1

Last column: Mulliken charge in e.
Geometry (Å):
1 Mg -0.84015 0.29711 0.26283  1.26
2 S 3.70949 3.71675 4.70248  -0.38
3 C 2.78689 2.63967 3.81436  0.09
4 S 3.26333 1.97308 2.31225  -0.13
5 C 1.81541 1.06030 1.92847  0.25
6 C 0.82391 1.14932 2.85402  -0.12
7 S -0.77812 0.46641 2.77858  -0.54
8 S 1.20466 2.14726 4.24532  -0.11
9 S 1.77460 0.20639 0.41638  -0.47
10 S 1.13973 5.67277 -4.91683  0.06
11 N 0.86824 4.08614 -5.10970  -0.72
12 C 0.54594 3.60486 -3.92343  1.07
13 C 0.22946 2.22214 -3.62410  0.35
14 C 0.24414 1.20143 -4.57775  -0.77
15 C -0.05393 -0.07873 -4.18139  -0.96
16 C -0.35530 -0.31971 -2.83798  -0.42
17 N -0.36580 0.64213 -1.93242  0.17
18 C -0.09051 1.89424 -2.30640  -0.61
19 C -0.12803 2.92187 -1.25064  -0.26
20 N -0.48546 2.51981 -0.02589  0.27
21 C -0.52091 3.40472 0.95612  -0.46
22 C -0.18126 4.74741 0.77391  -0.99
23 C 0.17896 5.17565 -0.48088  -0.60
24 C 0.19483 4.25180 -1.52734  0.41
25 C 0.53604 4.59865 -2.89378  0.92
26 N 0.85210 5.80461 -3.32702  -0.71
27 H 0.48750 1.43939 -5.60542  0.49
28 H -0.06611 -0.89919 -4.88489  0.45
29 H -0.59781 -1.30930 -2.47316  0.58
30 H -0.84150 3.01904 1.91678  0.66
31 H -0.20471 5.42338 1.61720  0.43
32 H 0.44401 6.20637 -0.67838  0.51
33 C 3.48512 -7.13681 -1.29119  -1.05
34 Si 2.43796 -5.56490 -1.39544  0.29
35 C 3.54907 -4.17501 -1.98274  -0.90
36 C 1.08758 -5.87919 -2.66078  -0.99
37 C 1.72489 -5.14761 0.27025  -0.81
38 Te 0.44109 -3.38967 0.16910  0.14
39 C -1.32642 -4.56355 -0.17080  -0.74
40 Si -2.27133 -4.87381 1.41406  0.33
41 C -1.24047 -6.01577 2.50782  -1.12
42 C -2.68420 -3.30811 2.32477  -0.59
43 C -3.86702 -5.78304 0.98301  -1.11
44 H 3.92292 -7.38983 -2.26096  0.27
45 H 2.88039 -7.98653 -0.96371  0.29
46 H 4.30232 -7.01448 -0.57578  0.29
47 H 3.96962 -4.39228 -2.96830  0.30
48 H 4.37877 -4.02181 -1.28785  0.29
49 H 2.99279 -3.23770 -2.04366  0.23
50 H 1.52048 -6.08099 -3.64447  0.36
51 H 0.42950 -5.01212 -2.74586  0.28
52 H 0.47597 -6.74069 -2.38046  0.30
53 H 2.51688 -4.91864 0.98793  0.51
54 H 1.12942 -5.95760 0.69672  0.18
55 H -1.02526 -5.48798 -0.66882  0.33
56 H -1.92297 -3.96920 -0.86314  0.37
57 H -0.29314 -5.53786 2.76908  0.31
58 H -1.02023 -6.96234 2.00527  0.29
59 H -1.76973 -6.24274 3.43733  0.32
60 H -1.79045 -2.72110 2.54868  0.08
61 H -3.19064 -3.53839 3.26765  0.43
62 H -3.34210 -2.68458 1.71320  0.14
63 H -3.66905 -6.70916 0.43608  0.30
64 H -4.49416 -5.14234 0.35847  0.31
65 H -4.43461 -6.03457 1.88344  0.30
66 O -3.21273 -0.94737 -2.43442  -0.72
67 Se -3.12034 -0.87835 -0.81368  1.07
68 O -2.86418 0.67556 -0.27979  -0.79
69 O -1.64268 -1.52872 -0.32160  -0.44
70 O -4.34729 -1.62709 -0.07202  -0.77


Entry 4:
# C23H28N2S2

2 unconnected molecules or ions with the total composition C23H28N2S2 at a distorted geometry (ωB97M-V/def2-TZVPD, the Open Molecules 2025 dataset).

Summary:
gap between HOMO and LUMO: 6.67 eV
strongest force on any atom: 2.1 eV Å⁻¹
DFT total energy: -48954.8839 eV
multiplicity: 1

Last column: Mulliken charge in e.
Geometry (Å):
1 C 4.28580 -3.47059 0.09478  -0.90
2 N 4.19921 -2.03881 -0.18439  0.05
3 C 4.93528 -1.58986 -1.35491  -0.98
4 C 3.11862 -1.29936 0.25793  0.48
5 S 2.56203 -1.56846 1.82576  -0.43
6 S 2.36789 -0.14605 -0.79256  -0.28
7 H 3.90527 -3.70876 1.09493  0.32
8 H 3.72157 -4.06873 -0.64382  0.30
9 H 5.34476 -3.75133 0.02053  0.31
10 H 5.13205 -0.51655 -1.26349  0.33
11 H 5.86830 -2.16198 -1.38207  0.32
12 H 4.36932 -1.76370 -2.28048  0.33
13 C 0.42509 1.70993 3.03189  -1.38
14 C 0.42371 2.79422 1.96150  2.33
15 C 0.12457 4.15659 2.60577  -2.22
16 C 1.75303 2.87143 1.21586  -1.40
17 C -0.66093 2.44826 0.96664  -1.09
18 N -1.72347 3.25980 0.79970  0.05
19 C -2.56890 2.76769 -0.18117  -0.14
20 C -2.03313 1.55010 -0.64406  -0.10
21 C -2.78606 0.86801 -1.60049  -0.21
22 C -3.99701 1.41871 -2.05398  -0.82
23 C -4.46154 2.67335 -1.61979  -0.54
24 C -3.74496 3.35359 -0.63006  -0.77
25 C -0.78275 1.31362 0.10865  1.36
26 C 0.04304 0.16232 0.08225  0.28
27 C -0.51303 -1.08889 -0.44421  0.57
28 C -1.78338 -1.53632 0.01613  -0.47
29 C -2.34112 -2.73729 -0.41916  -0.76
30 C -1.61949 -3.58381 -1.27152  1.13
31 C -2.17922 -4.90934 -1.71637  -1.39
32 C -0.35040 -3.17263 -1.70458  -1.16
33 C 0.15483 -1.91795 -1.36625  -0.21
34 H 0.68411 0.73415 2.62224  0.25
35 H 1.15384 1.95397 3.81313  0.39
36 H -0.57395 1.62898 3.48164  0.31
37 H 0.12622 4.97581 1.87507  0.40
38 H -0.83271 4.16470 3.14195  0.41
39 H 0.89884 4.39129 3.34775  0.43
40 H 1.69736 3.60403 0.40041  0.33
41 H 2.54424 3.18522 1.90460  0.44
42 H 2.05771 1.92120 0.76493  0.16
43 H -1.89811 4.12829 1.30003  0.28
44 H -2.40669 -0.05970 -2.01431  0.54
45 H -4.59229 0.86060 -2.77873  0.39
46 H -5.37292 3.09142 -2.05277  0.38
47 H -4.11504 4.28299 -0.19798  0.38
48 H 0.75227 0.05946 0.93224  -0.71
49 H -2.34209 -0.92210 0.72795  0.40
50 H -3.35070 -3.02704 -0.10232  0.39
51 H -1.39939 -5.48429 -2.23246  0.35
52 H -2.53656 -5.52057 -0.87195  0.34
53 H -3.01593 -4.80363 -2.42768  0.29
54 H 0.20081 -3.85064 -2.36745  0.27
55 H 1.13201 -1.63132 -1.79526  0.66